Entry 1:
{
  "formula": "C23H36O16",
  "method": "ωB97M-V with the def2-TZVPD basis set",
  "species": ["C", "C", "C", "O", "C", "O", "O", "H", "H", "H", "H", "H", "H", "C", "C", "C", "O", "C", "O", "O", "H", "H", "H", "H", "H", "H", "C", "C", "C", "O", "C", "O", "O", "H", "H", "H", "H", "H", "H", "C", "C", "C", "O", "C", "O", "O", "H", "H", "H", "H", "H", "H", "C", "C", "C", "O", "C", "O", "O", "H", "H", "H", "H", "H", "H", "C", "C", "C", "O", "H", "H", "H", "H", "H", "H"],
  "coordinates": [[-2.48213, 5.44351, -1.09537], [-1.43313, 4.65974, -1.94868], [-0.44978, 3.94295, -1.08435], [-0.28506, 2.69323, -1.87738], [-1.32154, 2.54609, -2.74090], [-1.62209, 1.55042, -3.37835], [-2.08215, 3.64785, -2.67969], [-2.78955, 4.70209, -0.35789], [-3.36813, 5.85301, -1.58057], [-1.96407, 6.27330, -0.61457], [-0.96718, 5.33250, -2.66866], [-0.89460, 3.66543, -0.12872], [0.48612, 4.48167, -0.93610], [-0.13756, -4.78381, 1.21704], [0.52044, -4.27957, -0.06939], [1.39962, -5.22349, -0.82344], [1.10341, -5.11435, -2.19003], [-0.11846, -4.53229, -2.25618], [-0.77727, -4.37844, -3.29412], [-0.54741, -4.14745, -1.04078], [-0.96307, -4.12286, 1.48117], [0.61874, -4.72299, 1.99961], [-0.52574, -5.78949, 1.05573], [0.98950, -3.30371, 0.05623], [1.19649, -6.22673, -0.44879], [2.39804, -4.89408, -0.53579], [0.96268, -0.69836, -4.09569], [2.45079, -0.88438, -3.72361], [3.06140, 0.33748, -3.07706], [3.75061, -0.15998, -1.95673], [3.26407, -1.41362, -1.62530], [3.50581, -2.06116, -0.60934], [2.50725, -1.78651, -2.64867], [0.81779, -0.10678, -4.99965], [0.37192, -0.18779, -3.33515], [0.54818, -1.69692, -4.23417], [3.17985, -1.31069, -4.41269], [2.25771, 1.00198, -2.75987], [3.62874, 0.96203, -3.76711], [1.53082, 0.05891, 3.75908], [2.59619, 0.73314, 2.82526], [2.67325, 0.15259, 1.43957], [2.47877, 1.35297, 0.67027], [2.33394, 2.44811, 1.41835], [2.33619, 3.61603, 1.00563], [2.15830, 2.09262, 2.66998], [1.59990, -1.02488, 3.85255], [0.54328, 0.09572, 3.29917], [1.59825, 0.54185, 4.73392], [3.60494, 0.69992, 3.23689], [1.91687, -0.62083, 1.30615], [3.62204, -0.35801, 1.27464], [-2.07909, 0.63426, 4.26125], [-2.52240, 1.67228, 3.25505], [-1.54145, 1.81402, 2.15103], [-2.49526, 1.91631, 1.04550], [-3.70034, 1.38347, 1.41280], [-4.63810, 1.12232, 0.64797], [-3.74776, 1.23549, 2.65481], [-1.07819, 0.86182, 4.62803], [-2.04862, -0.36323, 3.82286], [-2.69629, 0.60449, 5.15917], [-2.72539, 2.64104, 3.71156], [-0.79563, 1.03295, 2.00343], [-1.02246, 2.76309, 2.28523], [-2.49327, -1.82143, 0.22162], [-1.18129, -1.21871, 0.41804], [-0.47897, -0.63040, -0.80688], [-0.58054, -1.34328, 1.50163], [-3.25348, -1.06598, 0.02293], [-2.82424, -2.27470, 1.15602], [-2.51125, -2.60084, -0.54015], [-0.20688, -1.38986, -1.53989], [0.43156, -0.14038, -0.46202], [-1.09386, 0.11127, -1.31672]],
  "gap_ev": 10.63,
  "e_tot_ha": -2101.883835,
  "relative_energy_kcal_mol": 0.00,
  "fmax_ha_per_bohr": 0.112,
  "smiles": "C[C@H]1COC(=O)O1.C[C@H]1COC(=O)O1.C[C@H]1COC(=O)O1.C[C@H]1COC(=O)O1.C[C@H]1COC(=O)O1.CC(C)=O",
  "e_homo_ev": -10.149
}

Entry 2:
{
  "formula": "C6H13NO",
  "method": "ωB97M-V with the def2-TZVPD basis set",
  "species": ["C", "C", "C", "N", "C", "O", "C", "C", "H", "H", "H", "H", "H", "H", "H", "H", "H", "H", "H", "H", "H"],
  "coordinates": [[-1.80346, -0.22652, -2.36256], [-1.36675, -0.92757, -1.07522], [-1.32163, 0.01943, 0.10172], [-0.35790, 1.13009, 0.02090], [0.95350, 1.10114, 0.45178], [1.84700, 1.52525, -0.25268], [1.25180, 0.52291, 1.82142], [2.47237, -0.44211, 1.69475], [-2.53686, 0.56941, -2.30568], [-0.91774, 0.03074, -2.94843], [-2.22106, -0.97631, -3.05308], [-1.96016, -1.79818, -0.80629], [-0.37621, -1.36169, -1.22221], [-2.28782, 0.52460, 0.23208], [-1.16370, -0.46097, 1.07022], [-0.36022, 1.50536, -0.91489], [0.45905, -0.04824, 2.29404], [1.55395, 1.37410, 2.43212], [2.14173, -1.26346, 1.04840], [2.72915, -0.77931, 2.68764], [3.26498, -0.01868, 1.08598]],
  "gap_ev": 10.39,
  "e_tot_ha": -366.408276,
  "relative_energy_kcal_mol": 16.08,
  "fmax_ha_per_bohr": 0.041,
  "smiles": "CCCNC(=O)CC",
  "e_homo_ev": -9.424
}